{
  "formula": "C37H57ClF3N4O5RbSi3",
  "method": "ωB97M-V/def2-TZVPD",
  "elements": ["Rb", "Cl", "Si", "Si", "Si", "F", "F", "F", "O", "O", "O", "O", "O", "N", "N", "N", "N", "C", "C", "C", "C", "C", "C", "C", "C", "C", "C", "C", "C", "C", "C", "C", "C", "C", "C", "C", "C", "C", "C", "C", "C", "C", "C", "C", "C", "C", "C", "C", "C", "C", "C", "C", "C", "C", "H", "H", "H", "H", "H", "H", "H", "H", "H", "H", "H", "H", "H", "H", "H", "H", "H", "H", "H", "H", "H", "H", "H", "H", "H", "H", "H", "H", "H", "H", "H", "H", "H", "H", "H", "H", "H", "H", "H", "H", "H", "H", "H", "H", "H", "H", "H", "H", "H", "H", "H", "H", "H", "H", "H", "H", "H"],
  "positions_angstrom": [[0.892, 0.255, 0.616], [1.761, 1.473, -2.071], [0.120, 3.977, 1.264], [-2.392, 2.251, 1.853], [-2.171, 3.543, -0.884], [5.582, 0.373, 3.123], [5.070, -1.229, 1.761], [3.504, -0.086, 2.731], [5.846, 1.413, 0.572], [-1.454, 1.252, 2.827], [0.691, -0.895, -2.596], [3.575, 1.287, 0.493], [-2.111, -1.989, -0.817], [-0.319, -1.085, -5.313], [2.138, -2.593, 0.262], [-3.530, -2.571, -2.809], [-0.397, -2.429, 2.073], [1.584, 4.227, 0.079], [2.494, -1.838, -0.690], [1.776, -1.658, -3.070], [3.767, -2.918, -2.524], [-4.189, -3.100, -0.600], [-4.961, -3.691, 1.627], [-1.276, -2.000, -4.710], [0.906, 3.271, 2.849], [-5.995, -4.260, 2.564], [4.028, -3.079, -3.893], [3.147, -2.588, -4.822], [-0.116, -3.833, 1.799], [-1.558, -1.959, 1.893], [4.722, 1.047, 0.904], [-2.777, -2.625, 1.348], [-1.128, 4.557, -2.112], [4.718, 0.023, 2.137], [-3.276, 3.473, 3.038], [-3.809, 1.152, 1.217], [-2.689, -1.427, -4.784], [-4.430, -3.027, -1.974], [1.916, -1.920, -4.478], [-3.754, -3.153, 2.145], [-2.958, -2.554, -0.075], [1.724, -3.953, -0.007], [-5.156, -3.653, 0.278], [-0.361, 5.774, 1.764], [-1.290, 2.983, 0.611], [1.019, -1.593, -5.482], [-3.722, -2.399, -4.231], [2.658, -2.162, -2.135], [0.246, -4.130, 0.333], [-3.705, 4.661, -0.585], [-1.787, 0.913, 4.148], [5.295, -3.776, -4.322], [-2.876, 2.092, -1.924], [0.642, 0.413, -3.032], [-4.309, 0.620, 2.033], [5.200, -4.178, -5.333], [-4.013, 3.000, 3.697], [-2.669, -2.259, -2.299], [-1.815, 1.799, 4.792], [-3.619, -3.363, -4.744], [-0.986, -2.131, -3.666], [2.066, 5.189, 0.283], [-1.731, 4.891, -2.961], [-0.299, 3.959, -2.501], [-2.768, 0.419, 4.213], [-1.254, -2.995, -5.191], [2.766, -0.819, -0.414], [-3.794, 4.233, 2.448], [-0.715, 6.325, 0.886], [-0.672, -0.784, -6.208], [-4.562, 1.750, 0.696], [-1.036, 0.222, 4.538], [-2.945, -1.194, -5.822], [-0.705, 5.444, -1.631], [-3.418, 5.577, -0.060], [-6.364, -3.494, 3.250], [1.881, -4.243, -1.053], [-4.436, 4.138, 0.042], [1.261, 4.234, -0.963], [-1.168, 5.783, 2.503], [-3.947, 1.955, -1.742], [4.437, -3.317, -1.771], [0.218, 3.328, 3.698], [-0.337, -3.481, -0.317], [-2.376, 1.156, -1.657], [-6.844, -4.657, 2.007], [2.320, -4.615, 0.630], [1.326, -1.795, -6.505], [-2.735, -0.493, -4.216], [-4.736, -2.035, -4.427], [5.536, -4.591, -3.637], [-3.433, 0.404, 0.512], [-0.026, -5.166, 0.110], [-5.380, -3.360, -2.387], [1.814, 3.822, 3.106], [1.181, 2.222, 2.717], [3.355, -2.720, -5.881], [0.932, 0.531, -4.071], [6.137, -3.079, -4.311], [-1.697, -0.904, 2.145], [-2.739, 2.256, -2.997], [-5.575, -5.069, 3.168], [0.491, 6.319, 2.182], [-6.074, -4.045, -0.154], [0.729, -4.110, 2.434], [-2.547, 3.996, 3.665], [2.335, 3.442, 0.194], [-0.976, -4.456, 2.077], [-4.207, 4.945, -1.516], [-0.357, 0.799, -2.848], [-3.605, -3.153, 3.221]],
  "lowdin_charge": [0.77, 0.61, 0.36, 0.27, 0.36, 0.10, 0.11, 0.08, 0.02, -0.34, -0.15, -0.14, -0.01, -0.09, 0.05, 0.06, 0.05, -0.19, -0.19, -0.18, -0.06, -0.13, -0.29, -0.24, -0.18, -0.07, -0.32, -0.04, -0.21, -0.13, -0.63, -0.12, -0.20, -0.51, -0.17, -0.15, -0.17, -0.02, -0.20, 0.02, -0.32, -0.23, -0.02, -0.20, -0.45, -0.17, -0.19, -0.17, -0.16, -0.20, -0.17, -0.08, -0.19, -0.55, 0.02, 0.06, 0.02, 0.10, 0.07, 0.12, 0.10, 0.03, 0.02, 0.01, 0.08, 0.11, 0.02, 0.01, 0.01, 0.09, 0.02, 0.08, 0.11, 0.02, 0.02, 0.07, 0.11, 0.00, -0.02, 0.00, 0.01, 0.10, 0.02, 0.10, 0.01, 0.07, 0.11, 0.07, 0.11, 0.12, 0.06, 0.02, 0.11, 0.14, 0.03, -0.01, 0.10, 0.07, 0.07, 0.09, 0.02, 0.07, 0.01, 0.11, 0.11, 0.02, 0.00, 0.10, 0.01, 0.07, 0.13],
  "max_force_ev_per_a": 1.04,
  "charge": -2,
  "lumo_energy_ev": 3.33,
  "orbital_gap_ev": 3.7
}